The following is a quantum chemistry calculation of a single C2H2N2O2 molecule in a non-equilibrium geometry, from the OMol25 dataset.

E_LUMO ... 0.08 eV

The geometry in XYZ format:
```
8
Properties=species:S:1:pos:R:3:nbo_charge:R:1
C 0.88111 -0.60496 0.88292 0.2370
C -1.09257 -0.09563 -0.68362 0.8236
N 0.01263 -1.44832 0.69549 -0.5088
N -0.18257 0.80856 -0.58281 -0.3625
O -2.11512 -0.39898 -1.16601 -0.4754
O 0.91194 0.64832 0.27523 -0.3377
H 1.74477 -0.65767 1.54168 0.1880
H -0.16017 1.74869 -0.96287 0.4359
```

The following is a quantum chemistry calculation of 2 unconnected molecules or ions with the total composition C2H2N2O2S in a non-equilibrium geometry, from the OMol25 dataset.

E_LUMO ... -2.39 eV

The geometry in XYZ format:
```
9
Properties=species:S:1:pos:R:3:nbo_charge:R:1
C 0.42693 -0.70720 1.43474 0.1697
C 0.46656 0.55376 -0.31850 -0.1579
N 0.31155 -1.35729 2.35817 -0.4055
N -0.02411 -0.57740 -1.03082 0.4605
O 0.80251 -1.36784 -1.25752 -0.3029
O -1.22107 -0.65778 -1.20399 -0.3556
S -0.64004 1.93224 -0.15300 0.1203
H 1.51858 0.96202 -0.29753 0.2870
H -1.64091 1.21949 0.46844 0.1843
```

The following is a quantum chemistry calculation of a single C2H2N2O2S molecule in a non-equilibrium geometry, from the OMol25 dataset.

SMILES ... [H]/N=C/S(=O)(=O)C#N
E_LUMO ... -1.28 eV

The geometry in XYZ format:
```
9
Properties=species:S:1:pos:R:3:nbo_charge:R:1
C -0.36919 -0.17736 3.18284 -0.0037
C 0.27890 -0.55739 0.35308 -0.0901
N -0.50795 0.45954 4.11241 -0.3987
N -0.20948 0.51941 0.70839 -0.4930
O 0.55939 -2.83593 1.90451 -0.8545
O -1.67083 -2.06450 1.34987 -0.8546
S -0.33830 -1.75626 1.61019 2.0733
H 1.04111 -1.01828 -0.26525 0.2351
H -0.02982 1.32327 0.09770 0.3862
```

The following is a quantum chemistry calculation of a single C2H2N2O2S molecule in a non-equilibrium geometry, from the OMol25 dataset.

SMILES ... O=c1[nH]nc(S)o1
E_LUMO ... 0.42 eV

The geometry in XYZ format:
```
9
Properties=species:S:1:pos:R:3:nbo_charge:R:1
C -0.36142 0.22523 0.72742 0.3473
C 0.39285 -0.08353 -1.30983 0.8381
H -0.42672 2.24549 1.76276 0.1484
H 0.78062 -2.21529 -0.60296 0.4238
N -0.32998 -0.99624 0.69345 -0.3107
N -0.04600 -1.25671 -0.69169 -0.4897
O 1.01040 0.14901 -2.30087 -0.5490
O -0.06157 0.86134 -0.44346 -0.4749
S -0.95817 1.07070 2.16517 0.0668
```

The following is a quantum chemistry calculation of a molecular structure, C2H2N2O2S in a non-equilibrium geometry, from the OMol25 dataset.

E_LUMO ... -0.31 eV

The geometry in XYZ format:
```
9
Properties=species:S:1:pos:R:3:nbo_charge:R:1
C -1.17891 -0.89225 -0.02484 0.2110
C 0.08407 -0.29411 -0.49353 -0.4253
N -2.19657 -1.29023 0.31544 -0.2403
N 0.08732 1.27562 0.06743 0.5562
O -0.39695 2.09668 -0.66284 -0.3335
O 0.63694 1.34912 1.11924 -0.3418
S 1.44660 -1.18184 0.10693 0.1034
H 0.38155 -0.14003 -1.83239 0.3169
H 1.13594 -0.92295 1.40457 0.1534
```

The following is a quantum chemistry calculation of a molecular structure, C2H2N2O2S2 in a non-equilibrium geometry, from the OMol25 dataset.

E_LUMO ... -1.40 eV

The geometry in XYZ format:
```
10
Properties=species:S:1:pos:R:3:nbo_charge:R:1
C -0.66800 1.09538 -0.47071 0.0092
C 1.25220 -1.66303 0.00434 -0.3158
N -1.46358 0.30225 -0.15300 -0.0321
N -2.37925 -0.51601 -0.20340 -0.5703
O 1.31239 0.82864 1.58236 -0.8731
O 2.16353 0.63243 -0.77582 -0.8873
S 0.25295 -2.01255 -1.05132 0.4088
S 2.26784 0.27907 0.62768 1.6783
H 0.26958 1.47109 -0.27704 0.2368
H -3.00767 -0.41728 0.71690 0.3455
```

The following is a quantum chemistry calculation of 2 unconnected molecules or ions with the total composition C2H2N2O3 in a non-equilibrium geometry, from the OMol25 dataset.

E_LUMO ... -1.81 eV

The geometry in XYZ format:
```
9
Properties=species:S:1:pos:R:3:nbo_charge:R:1
C -1.57925 -1.47691 -0.73167 0.1981
C -0.39475 -0.71886 -0.34486 0.2060
N -2.54265 -2.08195 -1.01391 -0.1930
N 0.97122 -0.91033 -0.93608 0.5026
O 1.07541 -1.12606 -2.11397 -0.3207
O 1.87331 -0.87243 -0.12991 -0.3788
O -0.28584 -0.57094 1.03160 -0.6552
H -0.32961 0.92057 -1.05813 0.1362
H 0.67789 -0.37972 1.13986 0.5047
```

The following is a quantum chemistry calculation of a single C2H2N2O3 molecule in a non-equilibrium geometry, from the OMol25 dataset.

SMILES ... O=c1oncn1O
E_LUMO ... 0.49 eV

The geometry in XYZ format:
```
9
Properties=species:S:1:pos:R:3:nbo_charge:R:1
C 0.12227 1.03983 0.80060 0.1308
C -0.55102 -0.92603 -0.10297 0.7920
H 0.92818 -0.34791 -2.03461 0.5054
H 0.79219 1.85249 1.09972 0.2427
N 0.14025 0.24710 -0.33048 -0.1538
N -0.47921 0.33252 1.65410 -0.1250
O 0.61029 0.53305 -1.57189 -0.5149
O -1.00739 -0.75248 1.18243 -0.2793
O -0.55555 -1.97857 -0.69689 -0.5980
```

The following is a quantum chemistry calculation of 2 unconnected molecules or ions with the total composition C2H2N2O3 in a non-equilibrium geometry, from the OMol25 dataset.

E_LUMO (spin up / spin down) ... -3.05 / -3.41 eV

The geometry in XYZ format:
```
9
Properties=species:S:1:pos:R:3:nbo_charge:R:1
C -1.83128 0.61237 -0.00762 -0.0214
C 0.74896 0.19950 -0.57425 0.4559
N -2.76800 1.21912 0.27546 -0.5003
N 0.21686 -1.07286 -0.08061 0.4525
O -0.16321 -1.88027 -0.88943 -0.2920
O 0.25392 -1.25670 1.12588 -0.3673
O 1.32970 0.85089 0.37312 -0.5761
H 0.92368 0.75552 -1.54835 0.2904
H 1.28937 0.57244 1.32580 0.5583
```

The following is a quantum chemistry calculation of 2 unconnected molecules or ions with the total composition C2H2N2O3 in a non-equilibrium geometry, from the OMol25 dataset.

SMILES ... O=C=NO.N=C=O
E_LUMO ... 0.06 eV

The geometry in XYZ format:
```
9
Properties=species:S:1:pos:R:3:nbo_charge:R:1
C 2.23592 0.86307 -0.40247 0.8539
C -1.24780 0.23924 -0.10047 0.8006
N 1.30582 0.97928 0.24046 -0.7718
N -1.63955 -0.90382 0.03599 -0.2802
O 3.18755 0.65141 -1.00865 -0.5291
O -1.29728 1.38331 -0.34243 -0.5273
O -1.31797 -2.03198 0.79394 -0.4807
H 0.54020 1.55725 0.50305 0.4438
H -1.76688 -2.73776 0.28058 0.4906
```

The following is a quantum chemistry calculation of 2 unconnected molecules or ions with the total composition C2H2N2O4 in a non-equilibrium geometry, from the OMol25 dataset.

E_LUMO ... -0.34 eV

The geometry in XYZ format:
```
10
Properties=species:S:1:pos:R:3:nbo_charge:R:1
C 1.06579 -0.02424 -0.37608 0.7399
C -1.02386 -0.43496 -0.21181 0.8364
H 2.68557 -1.22070 -1.38283 0.5345
H -2.23209 1.07373 1.65312 0.4799
N 0.82170 1.00786 0.37708 -0.2959
N -0.66158 0.89577 0.34470 -0.0836
O 2.29424 -0.17818 -0.99176 -0.6848
O -0.91585 0.71577 1.84922 -0.5334
O -2.11851 -1.03718 -0.36489 -0.5325
O 0.08459 -0.79787 -0.89675 -0.4605
```

The following is a quantum chemistry calculation of a single C2H2N2O4 molecule in a non-equilibrium geometry, from the OMol25 dataset.

SMILES ... O=N[C@]1([N+](=O)[O-])CO1
E_LUMO ... -1.56 eV

The geometry in XYZ format:
```
10
Properties=species:S:1:pos:R:3:nbo_charge:R:1
C -0.13442 -1.37108 0.15608 -0.0357
C 0.21330 0.09635 0.31291 0.2897
N 0.34485 0.82631 1.48700 0.1307
N -0.01087 0.83256 -1.03021 0.5098
O -1.18855 0.93928 -1.39861 -0.3566
O -0.01900 1.98835 1.44862 -0.2266
O 0.99518 1.26380 -1.52346 -0.3086
O 1.15025 -1.03209 0.14297 -0.3995
H -0.52664 -1.83448 1.05501 0.1836
H -0.82411 -1.70901 -0.65032 0.2132
```

Calculated values (eV) of DFT total energy for the records, taken in order: -9177.5277; -20009.8779; -20012.4399; -20015.0296; -20011.7510; -30845.5432; -11222.3456; -11225.3907; -11221.0268; -11226.0718; -13270.2120; -13268.7849.
Calculated values (eV) of relative energy (zero: lowest compared OMol25 entry of this formula, charge and spin) for the records, taken in order: 4.259; 6.471; 3.909; 1.320; 4.598; 6.344; 6.460; 3.414; 7.778; 2.733; 4.964; 6.391.